Record 1
Entry from the Open Molecules 2025 dataset: 13 unconnected molecules or ions with the total composition C25H76O13 (the ωB97M-V functional and the def2-TZVPD basis).

Output
ΔE to the lowest compared entry with this formula, charge and spin = 0.0 kcal per mole
net charge = -1
multiplicity = 2
E_HOMO (spin up / spin down) = 0.6 / -7.2 eV

XYZ file:
```
114
Properties=species:S:1:pos:R:3:lowdin_spin:R:1
O -4.049 -1.889 -0.123 0.0042
O 6.655 -3.100 -1.771 0.0055
O 3.486 0.200 1.275 0.0096
O -3.109 -4.225 1.169 0.0141
O 3.102 1.443 -1.431 0.0010
O -1.151 -0.552 -3.691 0.0025
O 0.797 -1.949 -4.810 0.0084
O 0.332 4.796 4.330 0.0003
O -6.076 2.226 2.708 0.0005
O 2.805 -3.760 3.077 0.2618
O 0.179 0.876 -1.595 0.0007
O -1.664 5.766 -0.025 0.0002
O 1.411 -1.266 2.728 0.0383
C 0.894 3.748 3.582 0.0007
C -2.373 -6.281 0.114 0.0290
C -2.781 -0.980 -5.420 0.0040
C 0.336 -0.863 3.562 0.0361
C -4.704 0.938 1.346 0.0018
C 5.881 -2.108 -1.158 0.0047
C 2.922 -4.292 1.783 0.1227
C -2.761 1.065 -3.943 0.0012
C -0.792 5.759 -1.126 0.0002
C -2.047 -5.240 1.188 0.0325
C -0.041 0.198 -0.391 0.0017
C 1.873 -2.220 -3.965 0.0146
C -1.922 0.072 -4.721 0.0020
C -5.217 2.309 1.623 0.0007
C 6.258 -1.955 0.340 0.0215
C -1.533 0.351 -0.013 0.0016
C -4.154 3.352 1.998 0.0006
C -0.147 3.284 2.587 0.0007
C -1.359 6.740 -2.144 0.0003
C -0.778 4.291 -1.618 0.0005
C 0.469 -1.198 -0.687 0.0030
C 4.083 1.202 2.041 0.0086
C -0.765 -4.433 0.962 0.0330
C 1.424 2.697 4.626 0.0050
C 4.376 -2.488 -1.432 0.0049
H -1.340 0.459 -5.558 0.0012
H 2.799 -0.185 1.822 0.0025
H -0.564 -1.210 -4.070 0.0005
H -0.032 2.335 2.064 0.0004
H 4.711 1.762 1.347 0.0006
H -2.158 1.574 -3.191 0.0001
H -5.512 0.239 1.131 0.0003
H 4.142 -2.558 -2.494 0.0006
H 0.025 4.208 -2.351 0.0002
H 1.530 -1.246 -0.931 0.0006
H 0.122 6.158 -0.687 0.0001
H -2.170 -1.674 -5.998 0.0012
H -1.768 7.640 -1.687 0.0000
H 2.466 -3.751 0.953 0.0068
H -3.310 3.394 1.309 0.0001
H 3.411 1.949 2.464 0.0003
H -0.573 -3.761 1.798 0.0108
H 0.790 -0.432 4.454 0.0071
H 5.706 -1.094 0.716 0.0010
H 3.229 0.972 -0.608 0.0005
H 7.579 -2.846 -1.817 0.0010
H -5.751 2.681 0.748 0.0001
H 5.913 -2.839 0.877 0.0121
H 1.110 -1.533 -5.617 0.0041
H -6.329 3.132 2.897 0.0001
H 1.936 1.861 4.150 0.0011
H -0.270 -1.730 3.825 0.0159
H -2.604 -5.693 -0.774 0.0023
H -3.533 0.539 -3.383 0.0003
H -4.089 0.653 2.200 0.0012
H 6.043 -1.135 -1.621 0.0005
H -1.755 4.009 -2.010 0.0001
H 1.787 4.114 3.075 0.0001
H 0.055 -5.150 0.921 0.0105
H 1.728 -2.122 3.024 0.0115
H -0.610 6.923 -2.915 0.0000
H -3.270 1.825 -4.537 0.0002
H -2.142 6.168 -2.640 0.0001
H 3.777 -1.769 -0.874 0.0007
H -2.574 5.636 -0.304 0.0001
H 2.527 -5.306 1.842 0.0387
H -1.748 0.015 1.001 0.0010
H -1.844 1.395 -0.049 0.0002
H 4.695 0.858 2.874 0.0064
H -3.408 -1.473 -4.677 0.0008
H 2.181 1.299 -1.650 0.0002
H 2.479 -2.932 -4.526 0.0024
H 7.304 -1.822 0.616 0.0031
H -3.856 -2.734 0.283 0.0006
H -2.163 -0.131 -0.761 0.0003
H -1.107 3.090 3.066 0.0001
H 0.068 -1.626 -1.605 0.0009
H -3.448 -0.429 -6.083 0.0003
H 3.973 -4.494 1.578 0.0231
H -3.828 3.207 3.028 0.0002
H 0.347 -1.878 0.156 0.0021
H -0.742 -3.911 0.005 0.0022
H 2.002 3.057 5.477 0.0011
H 0.556 0.715 0.361 0.0008
H 1.492 -2.771 -3.105 0.0027
H -0.084 5.366 3.680 0.0001
H -1.574 -6.994 -0.088 0.0088
H -3.278 -1.699 -0.659 0.0010
H 4.147 -3.457 -0.991 0.0025
H 0.537 2.298 5.118 0.0010
H -4.557 4.358 2.113 0.0001
H -0.625 3.627 -0.768 0.0001
H -0.355 -0.168 3.085 0.0012
H -3.889 -4.700 1.463 0.0049
H -2.100 -5.671 2.188 0.0181
H -3.265 -6.862 0.346 0.0047
H -0.278 3.915 1.709 0.0001
H -0.436 0.564 -2.262 0.0001
H -3.990 0.965 0.523 0.0001
H 2.561 -1.427 -3.671 0.0010
H 3.341 -4.259 3.699 0.0933
```

Record 2
Entry from the Open Molecules 2025 dataset: 12 unconnected molecules or ions with the total composition C25H78N4O12 (the ωB97M-V functional and the def2-TZVPD basis).

Output
structure (SMILES) = COC[C@H](C)N.COC[C@H](C)N.COC[C@H](C)N.COC[C@H](C)N.CC(C)O.CC(C)O.CC(C)O.O.O.O.O.O
net charge = 0
multiplicity = 1
E_HOMO = -9.1 eV

XYZ file:
```
119
Properties=species:S:1:pos:R:3:mulliken_charge:R:1
O 1.659 -2.380 -5.423 -0.6558
O -0.470 -5.232 2.072 -0.1395
O 0.571 0.050 -5.359 -0.7407
O -0.854 -0.046 -2.728 -0.0011
O -3.005 6.088 0.908 -0.3254
O 3.727 -3.203 -3.577 -0.5574
O -1.553 2.634 -2.515 -0.7880
O 2.289 -0.366 1.035 -0.1998
O -3.595 -1.331 -2.692 -0.5952
O 3.843 5.504 -1.986 -0.3904
O -2.929 -3.798 -3.848 -0.6514
O -1.975 3.311 5.019 -0.3392
N -3.766 -4.856 0.718 -0.7416
N 2.053 2.674 -0.136 -0.6579
N -3.169 -0.146 4.185 -0.6661
N -0.709 3.289 0.070 -0.1654
C 2.490 -1.713 1.277 0.8694
C 2.833 3.406 -1.118 0.4841
C 3.251 4.899 -0.799 -0.7903
C -1.284 0.941 3.162 -1.1016
C 1.851 -2.024 2.608 -0.7261
C 2.189 3.096 -2.463 -1.3764
C -2.787 -3.219 2.078 -1.1545
C -2.585 4.552 5.492 -0.4175
C -2.531 4.738 0.749 -0.5730
C 4.374 -5.136 -2.207 -1.4245
C -2.221 0.953 4.370 0.3510
C -0.063 -0.778 -1.822 0.4603
C -2.487 -4.411 1.239 1.2752
C -0.707 5.376 -0.938 -1.0792
C 5.252 5.109 -2.310 -0.7237
C -0.710 -0.305 -0.498 0.2021
C -0.184 -2.260 -2.185 -0.8716
C -1.773 -5.628 1.980 -0.9837
C -1.035 4.693 0.352 0.5963
C -4.238 6.219 1.519 -0.5698
C 2.587 -5.330 -3.933 -1.2965
C -2.946 2.238 4.662 -0.6842
C 4.021 -1.932 1.321 -1.7412
C 3.287 -4.354 -2.904 1.4871
C 0.302 -5.990 3.013 -0.9096
H -3.439 -3.389 2.935 0.3785
H -2.911 -4.401 -3.104 0.3104
H -1.754 5.190 5.794 0.2526
H -3.095 5.036 4.659 -0.0299
H -4.636 7.233 1.464 0.2714
H -3.144 4.338 -0.059 0.3219
H 4.841 -4.689 -1.329 0.3169
H -1.524 0.777 5.190 0.2470
H 0.927 -2.894 -5.763 0.3038
H -1.891 1.167 2.286 0.2435
H 2.171 2.033 -2.703 0.3568
H -4.220 -4.010 0.405 0.3291
H 2.582 -3.887 -2.216 -0.5193
H -1.169 2.952 -1.698 0.2762
H 2.470 2.798 0.776 0.2139
H 1.354 -5.715 3.080 0.2158
H 0.572 -2.825 -1.640 -0.0250
H 5.924 5.057 -1.453 0.3108
H -3.294 4.375 6.302 0.3057
H -0.555 1.751 3.147 0.5780
H -1.850 -2.759 2.391 -0.1144
H 0.250 0.811 -5.843 0.3014
H 4.035 4.933 -0.042 0.3683
H -1.033 6.416 -0.942 0.4052
H 4.450 -1.447 2.198 0.4706
H -0.808 2.777 0.936 -0.0417
H -3.590 2.527 3.831 0.3607
H -1.048 4.906 -1.861 0.3353
H -1.652 -0.574 -2.804 0.1049
H -2.239 -5.700 2.964 0.3338
H 4.005 -6.114 -1.897 0.3416
H 2.518 5.524 -0.287 0.3432
H 2.887 3.591 -3.138 0.4879
H 4.303 -2.974 1.474 0.3798
H -4.294 -5.183 1.514 0.3078
H 2.098 -2.318 0.459 -0.2121
H -1.792 -4.012 0.500 -0.2505
H -3.133 -2.470 1.366 0.3215
H -0.461 5.111 1.179 0.4057
H 0.956 -0.427 -1.987 0.2793
H -0.261 -0.726 0.402 -0.1152
H 4.447 -1.534 0.400 0.3946
H 3.305 -5.847 -4.569 0.3523
H 0.281 3.134 -0.061 0.1729
H 2.881 0.137 1.599 0.2644
H 1.895 -4.839 -4.617 0.2612
H 2.096 -3.048 2.887 0.2918
H 0.765 -2.001 2.515 -0.1048
H -4.175 5.907 2.561 0.0502
H -0.763 0.011 2.934 -0.0342
H -3.547 2.075 5.556 0.4569
H 5.657 5.820 -3.031 0.2786
H 0.378 5.460 -0.871 0.0472
H -3.777 -0.094 4.990 0.2826
H -0.122 -2.453 -3.256 0.4351
H 0.386 -7.007 2.630 0.3628
H -2.014 -6.525 1.409 0.3931
H -3.746 -0.418 -2.938 0.2978
H -2.615 4.100 1.629 0.0775
H 3.044 -2.910 -4.185 0.3865
H 5.205 -5.337 -2.883 0.3797
H -1.138 -2.667 -1.851 -0.0431
H -0.652 0.771 -0.334 -0.6999
H -0.094 -5.903 4.025 0.3633
H -5.019 5.580 1.107 0.3227
H 5.348 4.109 -2.732 0.2940
H -1.790 -0.448 -0.456 0.4182
H 2.105 -1.370 3.443 0.2686
H 1.305 -1.496 -5.324 0.3321
H 1.212 3.524 -2.689 0.1475
H 2.200 1.683 -0.260 -0.0185
H -4.069 -1.440 -1.868 0.2727
H 0.495 0.301 -4.439 0.3077
H 1.977 -6.011 -3.339 0.3664
H -2.801 -2.933 -3.459 0.2881
H -1.319 1.706 -2.545 0.4783
H 3.723 2.796 -1.271 0.4438
H -2.616 -0.959 4.416 0.2535
```

Computed molecular weight, in the same sequence as the records: 584.87; 626.92 g mol⁻¹.
Computed strongest force on any atom, in the same sequence as the records: 2.18; 3.29 eV/A.